Entry from the Open Molecules 2025 dataset: a 8-piece molecular cluster, C32H88N8O8 overall in a non-equilibrium geometry (ωB97M-V/def2-TZVPD).

## Properties
Energy relative to the best compared isomer or geometry (same formula, charge and spin) ... 3.116 eV
Strongest force on any atom ... 0.050 Eh/bohr
E_LUMO ... 0.5838 eV
HOMO level ... -8.612 eV
Gap between HOMO and LUMO ... 0.3379 hartree
SMILES ... COC[C@H](C)N.COC[C@H](C)N.COC[C@H](C)N.COC[C@H](C)N.COC[C@H](C)N.COC[C@H](C)N.COC[C@H](C)N.COC[C@H](C)N

Geometry (Å):
C1 -5.74217 1.65482 -0.26304
C2 -6.95160 0.82555 -0.69972
C3 -8.25578 1.63718 -0.46353
O1 -9.29000 1.03035 -1.21288
C4 -10.55237 1.66341 -1.15260
N1 -6.83337 0.40780 -2.13677
H1 -5.96984 2.05413 0.72469
H2 -5.48078 2.41196 -1.00482
H3 -4.85412 1.02086 -0.23870
H4 -6.94398 -0.11757 -0.14764
H5 -8.13995 2.68289 -0.77418
H6 -8.52594 1.65887 0.59788
H7 -11.34380 1.05714 -1.59166
H8 -10.49927 2.62986 -1.65771
H9 -10.82939 1.70317 -0.09143
H10 -7.11099 1.30814 -2.56738
H11 -7.78513 0.06019 -2.31668
C5 -3.76477 0.32882 5.93284
C6 -2.95778 1.09054 4.87296
C7 -2.98568 2.59838 5.09643
O2 -1.82001 3.20880 4.55140
C8 -1.73493 4.60697 4.65753
N2 -1.56569 0.59615 5.06057
H12 -3.50325 -0.72698 5.86446
H13 -4.84977 0.36923 5.81586
H14 -3.53249 0.66037 6.94555
H15 -3.19625 0.79631 3.85211
H16 -3.01833 2.89314 6.15354
H17 -3.88142 3.08523 4.68582
H18 -1.24452 4.91408 5.58521
H19 -2.71177 5.08945 4.56678
H20 -1.11710 4.97841 3.83933
H21 -1.26446 0.64734 6.02674
H22 -0.96995 1.22483 4.53329
C9 5.36200 -4.76727 0.71402
C10 5.58875 -3.69610 -0.37870
C11 4.55736 -2.59127 -0.32310
O3 3.24073 -3.00471 -0.60600
C12 3.12996 -3.52105 -1.91473
N3 6.95350 -3.16449 -0.31996
H23 4.32458 -5.11279 0.76800
H24 5.49071 -4.31546 1.70682
H25 6.01178 -5.64278 0.72298
H26 5.49603 -4.24897 -1.31609
H27 4.97859 -1.75848 -0.90352
H28 4.60052 -2.19052 0.69766
H29 2.07906 -3.50113 -2.21750
H30 3.34319 -4.59450 -1.94870
H31 3.67687 -3.00501 -2.70490
H32 7.52436 -3.99035 -0.16462
H33 7.16661 -2.56891 0.47382
C13 -2.53014 -0.93089 -6.28226
C14 -2.95276 -0.77201 -4.79862
C15 -1.91824 -0.12976 -3.86944
O4 -0.72183 -0.90071 -3.83253
C16 -0.78061 -1.90676 -2.84413
N4 -4.21497 -0.05503 -4.65916
H34 -1.68888 -1.61780 -6.27069
H35 -2.19137 0.04647 -6.62408
H36 -3.43316 -1.27417 -6.77754
H37 -3.11884 -1.79549 -4.43682
H38 -2.35793 0.01447 -2.87946
H39 -1.63865 0.84693 -4.26505
H40 0.27016 -2.18215 -2.76636
H41 -1.46558 -2.73407 -3.06755
H42 -1.14744 -1.60472 -1.85431
H43 -4.95192 -0.21608 -5.32278
H44 -4.57574 -0.03102 -3.71640
C17 8.54967 3.92714 0.49654
C18 8.03204 2.52805 0.84012
C19 6.50377 2.50223 0.99459
O5 6.23128 1.39869 1.83525
C20 4.81082 1.30488 2.08596
N5 8.47552 1.58827 -0.19237
H45 8.38404 4.74021 1.20833
H46 8.26388 4.31608 -0.48223
H47 9.63901 3.82924 0.52873
H48 8.59005 2.16229 1.70353
H49 6.07607 2.57553 -0.00548
H50 6.22890 3.43049 1.51628
H51 4.52720 0.42802 2.66162
H52 4.28902 1.27228 1.12946
H53 4.60173 2.23409 2.62118
H54 7.82892 1.61513 -0.97681
H55 8.53184 0.60858 0.04369
C21 0.40589 -1.37676 1.89930
C22 0.35930 -0.72658 0.48891
C23 -0.80090 0.22665 0.29075
O6 -0.84166 1.13159 1.35982
C24 -1.92082 2.01790 1.29953
N6 1.67229 -0.02344 0.30998
H56 0.28270 -0.63819 2.68943
H57 1.37944 -1.86292 1.97103
H58 -0.30850 -2.18991 2.05386
H59 0.29214 -1.52280 -0.25408
H60 -1.74444 -0.34549 0.27839
H61 -0.76705 0.69335 -0.70413
H62 -1.97552 2.53922 0.33583
H63 -1.82162 2.74959 2.10060
H64 -2.92257 1.58817 1.44573
H65 2.36677 -0.68787 0.62598
H66 1.53168 0.67549 1.04190
C25 4.37410 4.05092 -1.91390
C26 4.05542 2.64636 -2.43458
C27 5.06500 2.13207 -3.46220
O7 4.74407 0.94618 -4.18554
C28 4.81601 -0.21756 -3.34845
N7 3.93799 1.78493 -1.21633
H67 5.38577 4.16837 -1.52712
H68 3.72823 4.34872 -1.08454
H69 4.15319 4.78667 -2.69283
H70 3.09466 2.64348 -2.96667
H71 6.03380 1.96911 -2.96700
H72 5.21435 2.89229 -4.22961
H73 4.88897 -1.13864 -3.92442
H74 3.90140 -0.26674 -2.76135
H75 5.73619 -0.07040 -2.77658
H76 3.78337 0.83543 -1.51749
H77 3.04349 2.09761 -0.84867
C29 -3.25103 -2.96611 3.21668
C30 -3.25411 -2.47139 1.76689
C31 -2.60306 -3.30455 0.64715
O8 -3.34608 -4.52868 0.64189
C32 -3.10332 -5.34924 -0.46771
N8 -4.61713 -2.18437 1.34917
H78 -3.42438 -4.03984 3.32012
H79 -3.88774 -2.38084 3.87161
H80 -2.23509 -2.89990 3.62374
H81 -2.75300 -1.50024 1.82534
H82 -1.56760 -3.66689 0.71285
H83 -2.65930 -2.83260 -0.34318
H84 -3.20699 -4.71798 -1.36652
H85 -3.78030 -6.19740 -0.49433
H86 -2.05262 -5.68165 -0.47215
H87 -4.59113 -1.76360 0.42604
H88 -5.25405 -2.96603 1.29589

Cartesian forces (eV/Å) of the 6 atoms listed first:
-0.14 -0.74 -0.43
0.15 -0.07 -0.48
-0.03 -0.47 -0.04
-0.15 -0.63 -0.46
0.31 -0.20 0.87
-1.66 1.74 0.32

Entry from the Open Molecules 2025 dataset: a 8-piece molecular cluster, C32H88N8O8 overall in a non-equilibrium geometry (ωB97M-V/def2-TZVPD).

## Properties
Energy relative to the best compared isomer or geometry (same formula, charge and spin) ... 5.565 eV
Strongest force on any atom ... 0.064 Eh/bohr
E_LUMO ... 0.2476 eV
HOMO level ... -9.104 eV
Gap between HOMO and LUMO ... 0.3437 hartree
SMILES ... COC[C@H](C)N.COC[C@H](C)N.COC[C@H](C)N.COC[C@H](C)N.COC[C@H](C)N.COC[C@H](C)N.COC[C@H](C)N.COC[C@H](C)N

Geometry (Å):
C1 -8.15765 6.64390 -4.57949
C2 -6.64566 6.44719 -4.66741
C3 -6.16572 5.17097 -5.38066
O1 -6.57874 3.87633 -4.79695
C4 -5.74249 3.34535 -3.75353
N1 -5.98717 7.62635 -5.19264
H1 -8.51348 7.64678 -4.34343
H2 -8.62621 6.05537 -3.79071
H3 -8.59801 6.47391 -5.56198
H4 -6.33539 6.26555 -3.63841
H5 -5.09047 5.26128 -5.53500
H6 -6.66344 5.11342 -6.34868
H7 -4.66644 3.33670 -3.92706
H8 -6.04755 2.32550 -3.51915
H9 -5.95606 3.70738 -2.74783
H10 -4.99739 7.56217 -5.00199
H11 -6.24471 8.45504 -4.67587
C5 -2.30018 0.24695 0.62668
C6 -0.95987 0.86856 1.10812
C7 0.15479 -0.14312 1.31487
O2 0.52312 -0.82337 0.11367
C8 1.61440 -1.75175 0.29364
N2 -0.61201 1.88294 0.09134
H12 -2.75276 -0.39472 1.38268
H13 -2.18273 -0.35780 -0.27254
H14 -3.10509 0.94241 0.38884
H15 -1.07920 1.41811 2.04185
H16 -0.14718 -0.82573 2.10921
H17 1.02906 0.41271 1.65370
H18 1.45994 -2.45881 1.10870
H19 2.53078 -1.20153 0.50720
H20 1.82301 -2.50837 -0.46273
H21 -0.85882 1.33610 -0.72115
H22 0.39115 1.98633 0.03592
C9 -3.52478 6.52245 2.21532
C10 -4.74883 6.49630 1.30571
C11 -6.05288 6.91734 1.96056
O3 -6.26114 6.07029 3.08247
C12 -7.52515 6.21239 3.68253
N3 -4.56148 7.28243 0.07912
H23 -2.66205 5.99526 1.80806
H24 -3.72539 5.94256 3.11619
H25 -3.26787 7.54614 2.48763
H26 -4.90745 5.51488 0.85876
H27 -6.91038 6.86210 1.28994
H28 -5.91601 7.99316 2.07004
H29 -7.43675 5.54308 4.53827
H30 -8.38024 6.09292 3.01721
H31 -7.59873 7.14878 4.23558
H32 -3.74853 6.95243 -0.42119
H33 -5.33582 7.14442 -0.55448
C13 -0.65609 -3.18232 -5.42052
C14 -1.32926 -4.34946 -4.74368
C15 -2.17201 -3.87964 -3.53088
O4 -2.89222 -4.95533 -2.87718
C16 -3.80731 -4.54461 -1.82584
N4 -2.25563 -4.89691 -5.72567
H34 -0.01824 -3.58201 -6.20887
H35 -0.10451 -2.56310 -4.71313
H36 -1.32866 -2.39791 -5.76756
H37 -0.53311 -5.04107 -4.46815
H38 -2.86024 -3.11009 -3.88048
H39 -1.55409 -3.38535 -2.78124
H40 -3.33683 -3.85123 -1.12872
H41 -4.18297 -5.39902 -1.26283
H42 -4.63717 -3.94656 -2.20238
H43 -2.96138 -5.24191 -5.09086
H44 -2.84742 -4.17876 -6.11827
C17 0.55713 0.23419 6.81657
C18 1.01613 -0.95141 7.57929
C19 0.92501 -2.25657 6.77471
O5 -0.43593 -2.39467 6.31501
C20 -0.63067 -3.58665 5.75581
N5 2.42693 -0.77389 8.01376
H45 -0.50257 0.10535 6.59622
H46 1.06698 0.18310 5.85452
H47 0.64617 1.15483 7.39328
H48 0.45802 -1.01770 8.51323
H49 1.11989 -3.08191 7.45949
H50 1.61286 -2.21329 5.93026
H51 -1.53256 -3.61588 5.14439
H52 -0.65185 -4.37824 6.50483
H53 0.12442 -3.83363 5.00952
H54 2.77372 -1.71364 8.14302
H55 2.46479 -0.27149 8.88913
C21 6.56051 3.66287 2.57532
C22 5.33511 4.10971 1.73136
C23 4.73640 3.10600 0.64906
O6 3.60984 3.58440 -0.03597
C24 3.47839 2.93298 -1.31297
N6 4.33773 4.36317 2.73670
H56 6.27523 2.62641 2.75548
H57 6.75758 4.24726 3.47407
H58 7.48783 3.63293 2.00322
H59 5.59998 4.95853 1.10093
H60 4.38759 2.25478 1.23373
H61 5.58182 2.92123 -0.01368
H62 2.68256 3.43942 -1.85912
H63 3.33326 1.89625 -1.00931
H64 4.38578 2.77706 -1.89644
H65 4.41619 5.24963 3.21436
H66 3.51378 4.42242 2.15558
C25 -0.55097 -9.34649 -3.42108
C26 -0.95757 -10.28856 -2.31751
C27 -1.13458 -9.45767 -1.04906
O7 0.17558 -8.83636 -0.76278
C28 0.22058 -7.42086 -0.56147
N7 -2.15955 -10.99598 -2.81874
H67 -1.36430 -8.64129 -3.59225
H68 -0.31547 -9.79335 -4.38698
H69 0.24175 -8.68800 -3.06600
H70 -0.21518 -11.08059 -2.21928
H71 -1.41978 -10.03424 -0.16910
H72 -1.86935 -8.66182 -1.17081
H73 -0.50787 -7.23858 0.22861
H74 -0.14660 -6.81944 -1.39310
H75 1.20528 -7.10395 -0.21791
H76 -2.85940 -10.27389 -2.91296
H77 -2.43906 -11.71249 -2.16408
C29 7.76473 -1.28125 -0.43962
C30 9.12359 -0.84559 -1.11965
C31 10.30357 -0.95708 -0.02476
O8 10.22413 0.23245 0.76714
C32 11.33964 0.68166 1.48599
N8 9.47720 -1.81575 -2.16367
H78 6.99879 -1.46815 -1.19229
H79 7.45613 -0.51145 0.26767
H80 7.81350 -2.23518 0.08549
H81 8.98027 0.14823 -1.54377
H82 11.25288 -1.13497 -0.53000
H83 10.16027 -1.91939 0.46671
H84 12.28750 0.38239 1.03866
H85 11.33062 0.24371 2.48409
H86 11.28582 1.76010 1.63493
H87 9.52423 -2.73724 -1.75288
H88 10.38441 -1.59629 -2.54957

Cartesian forces (eV/Å) of the 6 atoms listed first:
-0.38 0.06 -0.61
-0.32 -0.52 1.86
-1.34 -0.71 -0.33
1.39 1.16 0.54
-0.90 -0.37 0.50
0.46 0.10 -0.48

Among the records above, which one has the lowest strongest force on any atom? number 1

Which of these has the highest gap between HOMO and LUMO? number 2